Record 1
ORCA calculation (ωB97M-V/def2-TZVPD) on 2 unconnected molecules or ions with the total composition CH9P3Si in a non-equilibrium geometry.

Calculated values
ΔE to the lowest compared entry with this formula, charge and spin: 168.6 kJ/mol
structure (SMILES): P=[Si](P)P.C
HOMO-LUMO gap: 7.6673 eV
2S+1: 1
total charge: 0

Element x y z (Å)
1 P 1.744780 0.313596 1.760846
2 Si -0.359246 0.579540 1.776151
3 P -1.813443 -0.633401 0.400368
4 P -1.550766 2.304818 2.759553
5 H 1.830214 0.887821 3.054853
6 H -1.129293 -0.727664 -0.904119
7 H -1.310251 -1.765450 1.151147
8 H -2.202686 2.268816 1.574816
9 H -2.540596 1.771458 3.499741
10 C 1.502029 -1.024848 -3.020705
11 H 0.815616 -0.095996 -3.078690
12 H 2.487439 -0.855575 -2.515351
13 H 0.848498 -1.725697 -2.448432
14 H 1.677706 -1.297419 -4.010180

Forces on the atoms, in the same order (eV/Å):
P -1.2 -0.2 0.1
Si 0.3 -0.2 -0.3
P 0.5 0.2 0.2
P 2.7 0.7 0.2
H 0.0 0.4 -0.1
H 0.0 -0.2 1.3
H -0.1 0.2 -0.9
H -1.1 0.2 -1.2
H -1.2 -1.2 0.7
C -1.5 1.8 2.2
H 1.6 -1.0 0.2
H -1.2 0.1 -0.3
H 0.9 0.1 -0.6
H 0.2 -0.9 -1.6

What are the Löwdin partial charges on each atom? They are as follows, in elementary charge units: P 0.3227; Si -0.1772; P 0.4411; P 0.4924; H -0.2648; H -0.1756; H -0.1800; H -0.2329; H -0.2126; C -0.0672; H 0.0409; H 0.0311; H 0.0102; H -0.0282



Record 2
ORCA calculation (ωB97M-V/def2-TZVPD) on 7 unconnected molecules or ions with the total composition C18H49ClFO6P in a non-equilibrium geometry.

Calculated values
structure (SMILES): C[C@@H](F)CPC[C@@H](C)Cl.CCO.CCO.CCO.CCO.CCO.CCO
HOMO-LUMO gap: 8.5060 eV
2S+1: 1
total charge: 0

Element x y z (Å)
1 C 0.505109 -2.549004 -1.302850
2 C -0.154973 -1.394264 -0.470220
3 F -0.230378 -1.706088 0.874954
4 C 0.641856 -0.061850 -0.756362
5 P 0.984254 1.003054 0.748538
6 C 2.084795 0.078470 1.952672
7 C 3.515123 0.714291 2.048733
8 C 4.329298 0.590356 0.733472
9 Cl 3.255342 2.522617 2.345589
10 H 0.296176 -3.508444 -0.791600
11 H 1.598879 -2.427269 -1.381783
12 H 0.021479 -2.539818 -2.300437
13 H -1.172456 -1.263173 -0.884080
14 H 1.547079 -0.267023 -1.359604
15 H -0.011693 0.553837 -1.414759
16 H -0.285726 1.068064 1.416662
17 H 2.120025 -1.016782 1.783872
18 H 1.633459 0.231112 2.953724
19 H 4.097900 0.340671 2.904840
20 H 3.709846 0.882514 -0.133180
21 H 5.207802 1.265122 0.759216
22 H 4.723912 -0.444439 0.651950
23 C 0.344555 3.542408 5.945555
24 C 0.642048 3.065987 4.536089
25 O 0.675759 1.642199 4.496132
26 H 1.102386 3.175384 6.639907
27 H 0.321625 4.632799 5.993428
28 H -0.619382 3.157157 6.289822
29 H 1.609989 3.432039 4.205731
30 H -0.118881 3.423183 3.833902
31 H -0.185355 1.322954 4.780561
32 C -3.175947 -4.547431 -0.224396
33 C -2.735658 -5.677508 0.685227
34 O -1.348129 -5.564384 0.991664
35 H -2.597962 -4.555903 -1.149912
36 H -4.236283 -4.630453 -0.471695
37 H -3.002285 -3.579129 0.252564
38 H -2.888484 -6.641848 0.200052
39 H -3.306570 -5.668214 1.620224
40 H -1.214482 -4.718050 1.428852
41 C 5.734463 2.992981 -2.573750
42 C 6.556573 3.113353 -1.306332
43 O 7.050927 1.837837 -0.901831
44 H 4.894009 2.311874 -2.421024
45 H 5.347964 3.966029 -2.882508
46 H 6.337186 2.583468 -3.386059
47 H 5.946425 3.503995 -0.490781
48 H 7.403895 3.789155 -1.458620
49 H 7.596505 1.497914 -1.615263
50 C -7.127095 -1.940703 -1.282660
51 C -5.740530 -1.515386 -0.838919
52 O -4.761994 -1.898884 -1.801972
53 H -7.168156 -3.022125 -1.427475
54 H -7.877736 -1.655214 -0.542546
55 H -7.385350 -1.480356 -2.240033
56 H -5.478446 -1.993314 0.105246
57 H -5.693884 -0.430278 -0.701067
58 H -4.985868 -1.469820 -2.631635
59 C 6.522253 5.719306 -5.988415
60 C 7.348706 5.819065 -4.720326
61 O 7.841076 4.538100 -4.336201
62 H 5.682669 5.037140 -5.843778
63 H 6.134981 6.696892 -6.281935
64 H 7.122452 5.320197 -6.810298
65 H 6.741344 6.197756 -3.897962
66 H 8.196803 6.496751 -4.862753
67 H 8.385159 4.207823 -5.055774
68 C -9.707255 -4.117752 1.340178
69 C -8.506521 -3.853571 2.228278
70 O -8.611677 -2.567128 2.831797
71 H -9.782218 -3.354020 0.564115
72 H -9.634196 -5.097903 0.864737
73 H -10.633596 -4.078066 1.919106
74 H -7.586679 -3.872947 1.642999
75 H -8.428606 -4.609702 3.016446
76 H -9.417634 -2.555616 3.353963

Forces on the atoms, in the same order (eV/Å):
C -0.7 0.1 0.9
C 1.0 0.1 -2.4
F 0.1 -0.1 0.0
C -1.3 -0.5 0.6
P 0.5 0.8 -0.5
C 0.1 -0.1 0.8
C -0.5 0.2 -1.3
C 0.3 0.2 0.8
Cl 0.5 -0.6 0.2
H 0.0 0.3 -0.5
H -0.5 0.0 0.0
H 0.5 -0.1 0.5
H 0.2 -0.1 0.8
H -0.2 0.2 0.7
H 0.5 -0.2 0.5
H 0.5 -0.7 -0.3
H 0.2 0.6 -0.1
H 0.0 -0.1 -0.6
H -0.4 0.2 -0.3
H 0.3 -0.3 0.3
H -0.5 -0.4 0.0
H -0.4 0.5 -0.2
C 0.0 0.0 0.0
C -0.4 0.0 0.3
O 0.2 -0.1 -0.1
H 0.0 0.0 -0.1
H 0.0 0.0 0.0
H 0.0 0.1 0.0
H 0.0 -0.2 0.0
H 0.1 0.1 0.0
H 0.0 0.0 0.0
C 0.0 0.0 0.0
C 0.1 0.4 0.1
O 0.0 -0.3 -0.1
H -0.1 -0.1 0.0
H 0.0 0.1 0.0
H -0.1 0.0 0.0
H 0.2 0.0 0.1
H -0.1 -0.1 -0.1
H 0.0 0.1 0.0
C -0.2 -0.1 0.0
C 0.1 -0.1 -0.3
O -0.1 0.0 0.3
H 0.0 0.1 0.1
H 0.0 0.0 -0.1
H 0.0 0.2 0.0
H 0.1 -0.1 0.1
H -0.1 0.1 0.0
H 0.0 0.0 -0.1
C -0.1 -0.1 0.1
C -0.1 0.1 -0.4
O 0.2 -0.2 0.2
H 0.0 0.0 0.1
H 0.0 0.0 0.0
H 0.0 0.1 0.1
H 0.1 0.0 -0.1
H -0.1 0.0 0.2
H 0.0 0.0 -0.1
C -0.1 0.0 0.0
C 0.1 -0.2 -0.3
O 0.0 0.1 0.2
H 0.0 0.1 0.1
H 0.0 0.0 0.0
H 0.0 0.1 0.0
H 0.1 -0.1 0.1
H -0.1 0.1 0.0
H 0.1 0.0 0.0
C 0.0 -0.1 -0.1
C -0.4 0.1 0.2
O 0.4 0.1 -0.1
H 0.1 0.0 0.0
H -0.1 0.0 0.0
H 0.0 -0.1 0.0
H 0.0 0.1 0.1
H 0.1 -0.1 -0.1
H 0.0 0.0 0.0

What are the Löwdin partial charges on each atom? They are as follows, in elementary charge units: C -0.0471; C -0.4320; F -0.0616; C -0.3730; P 0.8896; C -0.4430; C -0.7019; C -0.1509; Cl 0.5410; H 0.0702; H 0.0701; H 0.0850; H 0.1250; H 0.0647; H 0.0700; H -0.0501; H 0.0820; H 0.0444; H 0.0972; H 0.0540; H 0.0514; H 0.0872; C -0.0928; C -0.3390; O -0.1138; H 0.0763; H 0.0733; H 0.0704; H 0.0538; H 0.1113; H 0.0839; C -0.0971; C -0.3204; O -0.0888; H 0.0775; H 0.0692; H 0.0693; H 0.1104; H 0.1069; H 0.0720; C -0.0963; C -0.3123; O -0.0945; H 0.0692; H 0.0699; H 0.0641; H 0.1084; H 0.1047; H 0.0784; C -0.0930; C -0.3181; O -0.0944; H 0.0748; H 0.0696; H 0.0728; H 0.1050; H 0.1101; H 0.0765; C -0.0923; C -0.3167; O -0.0969; H 0.0739; H 0.0743; H 0.0722; H 0.1101; H 0.1078; H 0.0818; C -0.0946; C -0.3238; O -0.0871; H 0.0668; H 0.0747; H 0.0726; H 0.1027; H 0.1084; H 0.0765



Record 3
ORCA calculation (ωB97M-V/def2-TZVPD) on C6H12N2 in the gas phase in a non-equilibrium geometry.

Calculated values
ΔE to the lowest compared entry with this formula, charge and spin: 597.1 kJ/mol
HOMO-LUMO gap (alpha / beta): 8.0794 / 7.6860 eV
2S+1: 1
total charge: 0

Element x y z (Å)
1 C 1.101409 -0.765044 -0.440368
2 C 1.393775 -1.993456 -0.511553
3 C 1.818651 0.435490 0.050821
4 C 1.108532 1.607401 -0.437550
5 C -0.423932 1.542202 -0.075694
6 C -2.403483 -0.840733 0.500836
7 N -0.837428 0.424316 -1.038878
8 N -1.803257 -0.390740 -0.685110
9 H 0.762277 -2.722728 -1.057577
10 H 2.343207 -2.288650 -0.005007
11 H 2.051849 0.360570 1.118160
12 H 2.800825 0.331143 -0.426001
13 H 1.611864 2.610034 -0.201947
14 H 1.300360 1.654379 -1.567792
15 H -0.586697 1.408539 0.943562
16 H -0.979500 2.505650 -0.236939
17 H -1.812888 -1.696651 1.024987
18 H -2.317314 -0.153931 1.253678
19 H -3.402107 -1.145262 0.279948
20 H -1.980857 -1.054811 -1.550525

Forces on the atoms, in the same order (eV/Å):
C -1.7 3.7 0.0
C 0.6 -3.1 -0.2
C 1.5 -2.1 0.3
C -0.2 4.0 -1.4
C 0.9 -0.1 -3.4
C 2.2 -2.7 0.7
N 1.8 0.7 2.1
N -1.8 -2.0 -4.8
H 0.6 0.2 0.6
H -0.6 -0.4 -0.6
H -0.5 0.3 0.2
H 0.1 0.4 0.0
H -0.8 -1.3 0.5
H -1.1 -0.4 1.3
H 0.0 -1.1 2.0
H 0.5 -0.8 -0.7
H -0.8 0.6 -1.1
H -0.5 2.3 1.7
H -0.7 -0.2 0.2
H 0.3 1.8 2.6

What are the Löwdin partial charges on each atom? They are as follows, in elementary charge units: C -0.1467; C -0.0550; C -0.2737; C -0.2452; C -0.1729; C -0.1127; N -0.0075; N -0.1982; H 0.0588; H 0.0746; H 0.1192; H 0.1182; H 0.1221; H 0.1309; H 0.0680; H 0.1163; H 0.1104; H 0.0355; H 0.0758; H 0.1823



Calculated total energy values, unit a.u., following the record order: -1356.94072; -2067.96340; -345.10043.